(1)
Density functional theory data (the ωB97M-V functional and the def2-TZVPD basis) for a 6-piece molecular cluster, C54H114N6O6 overall.

```
! wB97M-V def2-TZVPD RIJCOSX def2/J DEFGRID3
* xyz 0 1
C -8.264 -25.036 -3.135
C -7.185 -25.689 -4.008
C -5.934 -24.851 -3.829
C -6.946 -27.126 -3.507
C -6.048 -27.866 -4.496
C -6.767 -27.911 -5.858
C -7.011 -26.510 -6.416
C -5.716 -25.895 -6.934
C -7.985 -26.610 -7.599
N -7.688 -25.738 -5.380
O -7.995 -24.437 -5.888
H -8.210 -23.945 -3.165
H -9.267 -25.297 -3.490
H -8.194 -25.352 -2.094
H -5.705 -24.617 -2.783
H -5.024 -25.174 -4.322
H -6.045 -23.840 -4.249
H -6.519 -26.950 -2.517
H -7.894 -27.666 -3.431
H -5.094 -27.342 -4.557
H -5.886 -28.884 -4.132
H -7.697 -28.458 -5.694
H -6.087 -28.466 -6.507
H -5.918 -24.928 -7.402
H -5.192 -26.500 -7.674
H -5.013 -25.663 -6.142
H -7.776 -27.517 -8.176
H -7.751 -25.836 -8.335
H -9.024 -26.545 -7.297
H -8.793 -24.204 -5.404
C -11.354 -28.950 -6.600
C -12.365 -29.392 -7.664
C -13.530 -28.400 -7.735
C -11.633 -29.457 -8.986
C -12.323 -30.391 -9.984
C -12.311 -31.788 -9.429
C -13.148 -31.895 -8.167
C -14.643 -31.948 -8.465
C -12.743 -33.146 -7.386
N -12.821 -30.728 -7.318
O -13.605 -30.747 -6.150
H -10.796 -29.817 -6.228
H -10.580 -28.285 -6.992
H -11.752 -28.466 -5.703
H -14.158 -28.513 -6.854
H -13.168 -27.375 -7.810
H -14.114 -28.638 -8.627
H -11.536 -28.475 -9.463
H -10.583 -29.743 -8.856
H -13.296 -29.960 -10.222
H -11.717 -30.321 -10.894
H -11.314 -32.121 -9.127
H -12.646 -32.468 -10.218
H -14.811 -32.648 -9.297
H -15.017 -31.002 -8.861
H -15.262 -32.296 -7.644
H -13.495 -33.344 -6.613
H -11.852 -33.024 -6.773
H -12.800 -33.966 -8.103
H -12.989 -30.780 -5.409
C -4.393 -33.695 -5.640
C -5.742 -34.251 -5.226
C -6.285 -35.201 -6.358
C -5.674 -35.058 -3.936
C -7.029 -35.378 -3.352
C -7.677 -34.086 -2.958
C -7.849 -33.143 -4.145
C -9.137 -33.446 -4.928
C -7.986 -31.735 -3.558
N -6.668 -33.146 -4.988
O -6.772 -32.238 -6.066
H -4.007 -32.996 -4.889
H -3.636 -34.488 -5.602
H -4.418 -33.284 -6.644
H -6.540 -36.185 -5.966
H -7.199 -34.774 -6.771
H -5.586 -35.325 -7.185
H -5.034 -35.933 -4.097
H -5.071 -34.508 -3.197
H -7.638 -35.998 -4.017
H -6.934 -36.040 -2.482
H -7.162 -33.554 -2.150
H -8.664 -34.180 -2.488
H -9.333 -32.626 -5.618
H -10.003 -33.668 -4.306
H -8.980 -34.342 -5.536
H -7.050 -31.390 -3.109
H -8.697 -31.776 -2.721
H -8.359 -30.921 -4.182
H -6.095 -31.582 -5.868
C -1.914 -19.574 -7.643
C -2.727 -20.875 -7.627
C -4.213 -20.529 -7.481
C -2.530 -21.677 -8.914
C -1.182 -22.366 -8.991
C -1.116 -23.388 -7.859
C -1.238 -22.686 -6.487
C -1.563 -23.769 -5.469
C 0.095 -22.045 -6.105
N -2.352 -21.757 -6.518
O -2.506 -21.133 -5.249
H -0.866 -19.766 -7.855
H -2.369 -18.882 -8.359
H -2.023 -19.047 -6.693
H -4.782 -21.404 -7.168
H -4.344 -19.668 -6.820
H -4.607 -20.145 -8.428
H -3.388 -22.344 -9.015
H -2.559 -20.982 -9.763
H -1.101 -22.857 -9.963
H -0.376 -21.637 -8.906
H -0.100 -23.798 -7.845
H -1.881 -24.153 -7.984
H -2.468 -24.283 -5.791
H -1.703 -23.343 -4.479
H -0.770 -24.521 -5.483
H 0.366 -21.270 -6.824
H 0.887 -22.789 -6.013
H 0.030 -21.557 -5.129
H -3.448 -21.225 -5.068
C -3.079 -18.595 0.626
C -2.984 -20.113 0.399
C -2.307 -20.334 -0.953
C -2.074 -20.606 1.538
C -2.198 -22.113 1.739
C -3.637 -22.592 1.837
C -4.555 -22.101 0.724
C -4.288 -22.928 -0.554
C -5.995 -22.300 1.168
N -4.323 -20.665 0.530
O -5.163 -20.175 -0.503
H -3.689 -18.148 -0.163
H -3.648 -18.384 1.535
H -2.087 -18.155 0.681
H -2.121 -21.381 -1.187
H -2.896 -19.914 -1.772
H -1.353 -19.801 -1.003
H -1.061 -20.337 1.251
H -2.411 -20.158 2.477
H -1.743 -22.610 0.865
H -1.585 -22.549 2.532
H -4.069 -22.436 2.830
H -3.600 -23.684 1.732
H -4.597 -22.364 -1.439
H -4.903 -23.828 -0.538
H -3.227 -23.131 -0.686
H -6.168 -21.824 2.140
H -6.062 -23.338 1.541
H -6.764 -22.171 0.415
H -5.753 -19.568 -0.046
C -2.749 -26.392 -12.595
C -3.669 -25.386 -13.341
C -2.785 -24.706 -14.377
C -4.783 -26.146 -14.038
C -5.819 -26.675 -13.077
C -6.441 -25.515 -12.289
C -5.399 -24.623 -11.598
C -6.019 -23.289 -11.224
C -4.972 -25.298 -10.278
N -4.248 -24.378 -12.475
O -3.250 -23.620 -11.823
H -2.081 -26.849 -13.330
H -2.046 -25.818 -11.985
H -3.293 -27.126 -12.015
H -1.836 -24.381 -13.945
H -2.549 -25.390 -15.195
H -3.240 -23.816 -14.821
H -5.269 -25.527 -14.802
H -4.348 -26.972 -14.610
H -6.644 -27.204 -13.557
H -5.383 -27.378 -12.363
H -6.996 -25.965 -11.466
H -7.023 -24.881 -12.959
H -7.091 -23.311 -11.024
H -5.939 -22.616 -12.091
H -5.493 -22.765 -10.428
H -4.394 -26.230 -10.329
H -5.853 -25.528 -9.681
H -4.241 -24.691 -9.737
H -3.270 -22.758 -12.251
*
```

Its structure (SMILES) is CC1(C)CCCC(C)(C)N1O.CC1(C)CCCC(C)(C)N1O.CC1(C)CCCC(C)(C)N1O.CC1(C)CCCC(C)(C)N1O.CC1(C)CCCC(C)(C)N1O.CC1(C)CCCC(C)(C)N1O. As for the LUMO energy: 0.0182 Ha.

---

(2)
Density functional theory data (the ωB97M-V functional and the def2-TZVPD basis) for a 6-piece molecular cluster, C54H114N6O6 overall.

```
! wB97M-V def2-TZVPD RIJCOSX def2/J DEFGRID3
* xyz 1 2
C -3.647 0.314 2.834
C -4.329 0.713 4.233
C -4.593 2.240 4.124
C -5.574 2.821 3.164
C -6.917 2.165 3.496
C -6.797 0.642 3.529
N -5.724 0.145 4.416
O -5.656 -1.227 4.382
C -8.137 0.183 4.247
C -6.765 0.040 2.095
C -3.464 0.308 5.426
H -2.625 0.688 2.779
H -4.034 0.781 1.928
H -3.616 -0.756 2.630
H -4.913 2.656 5.080
H -3.635 2.753 4.040
H -5.169 2.643 2.168
H -5.565 3.911 3.158
H -7.659 2.540 2.792
H -7.245 2.607 4.437
H -9.085 0.449 3.780
H -8.285 -0.888 4.387
H -8.170 0.615 5.247
H -6.908 0.795 1.321
H -5.968 -0.584 1.691
H -7.468 -0.778 1.940
H -3.362 -0.776 5.378
H -3.916 0.574 6.381
H -2.504 0.824 5.415
H -5.910 -1.526 5.258
C -0.790 -7.964 -0.639
C -1.077 -6.581 -0.011
C -1.731 -5.708 -1.100
C -2.177 -4.310 -0.594
C -3.002 -4.447 0.723
C -2.475 -5.432 1.825
N -1.947 -6.693 1.167
O -1.615 -7.628 2.172
C -1.469 -4.787 2.701
C -3.697 -5.703 2.717
C 0.251 -5.935 0.430
H 0.005 -7.912 -1.383
H -1.647 -8.537 -0.992
H -0.269 -8.559 0.111
H -1.024 -5.587 -1.921
H -2.683 -6.002 -1.542
H -2.906 -3.928 -1.309
H -1.409 -3.536 -0.582
H -4.038 -4.653 0.452
H -2.946 -3.486 1.233
H -0.739 -4.202 2.141
H -1.813 -4.101 3.475
H -0.818 -5.487 3.224
H -4.339 -4.826 2.633
H -4.267 -6.558 2.351
H -3.397 -5.853 3.754
H 0.177 -4.847 0.425
H 0.977 -6.124 -0.360
H 0.628 -6.239 1.406
H -0.776 -7.244 2.436
C 5.960 -4.641 -0.605
C 5.505 -4.636 -2.095
C 5.209 -6.104 -2.474
C 4.591 -6.296 -3.803
C 3.345 -5.415 -3.969
C 3.487 -3.918 -3.675
N 4.260 -3.885 -2.320
O 4.421 -2.602 -1.821
C 4.265 -3.102 -4.744
C 1.977 -3.468 -3.402
C 6.807 -4.255 -3.013
H 5.105 -4.988 -0.023
H 6.139 -3.628 -0.245
H 6.783 -5.323 -0.393
H 6.069 -6.772 -2.524
H 4.580 -6.570 -1.716
H 4.385 -7.361 -3.915
H 5.254 -6.128 -4.652
H 2.514 -5.837 -3.404
H 3.049 -5.572 -5.006
H 4.487 -2.115 -4.338
H 5.180 -3.465 -5.210
H 3.620 -3.031 -5.621
H 1.289 -3.642 -4.230
H 1.645 -3.985 -2.502
H 1.899 -2.417 -3.127
H 6.692 -4.437 -4.081
H 7.771 -4.686 -2.740
H 6.975 -3.178 -2.975
H 3.599 -2.645 -1.329
C -0.936 9.507 3.368
C -1.374 8.326 4.261
C -2.907 8.359 4.536
C -3.823 7.970 3.313
C -3.339 6.581 2.829
C -1.753 6.406 2.467
N -0.978 7.054 3.537
O 0.457 6.757 3.513
C -1.363 4.930 2.438
C -1.530 7.089 1.097
C -0.755 8.462 5.681
H -1.645 9.692 2.561
H -0.011 9.337 2.817
H -0.860 10.461 3.889
H -3.248 7.782 5.396
H -3.237 9.394 4.628
H -3.637 8.811 2.644
H -4.897 7.980 3.502
H -3.935 6.415 1.932
H -3.671 5.846 3.562
H -1.998 4.281 1.835
H -0.526 4.798 1.753
H -1.181 4.380 3.362
H -2.230 7.921 1.019
H -0.492 7.302 0.844
H -1.868 6.453 0.279
H -1.078 7.696 6.386
H -0.987 9.431 6.125
H 0.320 8.283 5.686
H 0.480 6.432 4.416
C 5.937 1.557 -6.008
C 4.819 2.346 -6.699
C 4.475 1.597 -8.013
C 3.653 0.363 -7.811
C 2.390 0.619 -7.139
C 2.579 1.426 -5.773
N 3.643 2.474 -5.826
O 3.844 3.231 -4.694
C 1.243 2.186 -5.385
C 2.771 0.386 -4.709
C 5.363 3.706 -7.240
H 6.202 2.104 -5.103
H 6.872 1.410 -6.547
H 5.703 0.528 -5.736
H 4.150 2.249 -8.825
H 5.394 1.226 -8.468
H 4.238 -0.335 -7.212
H 3.487 -0.148 -8.759
H 1.786 -0.278 -6.998
H 1.809 1.259 -7.804
H 1.063 3.064 -6.006
H 0.476 1.473 -5.688
H 1.233 2.309 -4.302
H 3.645 -0.258 -4.804
H 2.963 0.920 -3.779
H 1.975 -0.320 -4.470
H 5.818 4.262 -6.421
H 4.699 4.309 -7.860
H 6.155 3.642 -7.986
H 3.016 3.680 -4.506
C -0.849 1.752 1.094
C 0.520 1.212 0.621
C 1.688 1.835 1.481
C 1.789 1.232 2.847
C 1.908 -0.260 2.748
C 0.805 -0.970 1.980
N 0.628 -0.257 0.698
O -0.090 -0.962 -0.215
C 1.476 -2.321 1.725
C -0.431 -1.180 2.906
C 0.908 1.788 -0.819
H -1.562 0.932 1.186
H -1.360 2.474 0.457
H -0.779 2.101 2.124
H 2.564 1.854 0.833
H 1.524 2.900 1.647
H 0.916 1.364 3.487
H 2.628 1.686 3.375
H 1.919 -0.647 3.767
H 2.945 -0.435 2.463
H 1.761 -2.877 2.618
H 0.698 -2.890 1.215
H 2.371 -2.174 1.121
H -1.250 -1.377 2.214
H -0.420 -2.047 3.567
H -0.728 -0.326 3.515
H 1.705 1.176 -1.242
H 1.337 2.790 -0.852
H 0.139 1.755 -1.591
H 0.629 -1.151 -0.823
*
```

The expectation value of S² is 0.7542. As for the LUMO energy (spin up / spin down): -0.0945 / -0.2384 Ha.

---

Per-record electronic energy, Eh: -2905.59022; -2905.12797
Per-record energy above the lowest of the compared OMol25 structures with the same formula, charge and spin, eV: 2.0881; 1.5952